{"formula": "C5H13NO", "method": "ωB97M-V/def2-TZVPD", "species": ["C", "C", "O", "N", "H", "H", "H", "H", "H", "C", "C", "C", "H", "H", "H", "H", "H", "H", "H", "H"], "coordinates": [[-0.68, -0.51, -1.64], [-1.69, 0.16, -0.72], [-2.80, -0.17, -1.09], [-1.55, 0.90, 0.45], [0.16, 0.02, -1.84], [-1.26, -0.85, -2.61], [-2.37, 1.32, 0.74], [-0.70, 1.34, 0.83], [-0.79, -1.59, -1.37], [2.41, 0.45, 0.99], [2.31, -0.43, -0.19], [1.42, -0.27, 2.00], [3.45, 0.40, 1.31], [1.96, 1.48, 0.84], [1.45, -1.14, -0.32], [3.22, -1.17, -0.17], [0.35, -0.31, 1.51], [1.69, -1.28, 2.29], [2.27, 0.09, -1.17], [1.31, 0.30, 2.86]], "de_lowest_kj_mol": 320.7, "multiplicity": 2, "max_force_ev_per_a": 6.2, "homo_lumo_gap_ev": [10.011, 5.310], "lumo_energy_ev": [-4.45, -9.14], "charge": 1, "s_squared": 0.755, "e_tot_ev": -8922.4270}

---

{"formula": "C23H26N2O3", "method": "ωB97M-V/def2-TZVPD", "species": ["C", "C", "O", "C", "C", "C", "C", "C", "C", "H", "H", "C", "C", "C", "N", "O", "C", "C", "H", "H", "C", "C", "O", "N", "H", "C", "C", "C", "C", "C", "C", "C", "H", "H", "C", "H", "H", "H", "H", "H", "H", "H", "H", "H", "H", "H", "H", "H", "H", "H", "H", "H", "H", "H"], "coordinates": [[-7.11, -0.79, -0.63], [-6.41, 0.46, -0.10], [-5.20, 0.95, -0.75], [-4.15, 0.16, -0.48], [-3.06, 0.43, -1.34], [-1.91, -0.06, -0.94], [-1.79, -1.11, 0.13], [-2.83, -1.38, 0.57], [-4.10, -0.80, 0.40], [-4.84, -1.22, 1.07], [-2.75, -1.98, 1.44], [-0.50, -1.47, 0.11], [0.89, -1.37, -0.29], [1.74, -2.06, 0.46], [1.00, -3.03, 0.97], [-0.37, -2.70, 1.10], [3.24, -2.35, 0.43], [3.70, -2.23, -0.98], [3.16, -1.49, -1.76], [3.72, -3.15, -1.34], [5.10, -1.59, -1.22], [5.06, -0.08, -0.39], [5.84, 0.24, 0.48], [4.35, 0.77, -1.04], [3.83, 0.57, -2.22], [4.20, 2.06, -0.69], [2.79, 1.84, 0.01], [2.70, 1.62, 1.24], [1.36, 1.33, 2.01], [0.32, 1.82, 1.36], [0.42, 2.55, -0.02], [1.60, 2.49, -0.73], [1.74, 3.00, -1.56], [-0.49, 2.71, -0.48], [-1.07, 1.72, 1.99], [-1.13, 1.00, 2.46], [-1.04, 2.52, 2.62], [-1.85, 2.00, 1.57], [1.35, 0.96, 2.89], [3.44, 1.21, 1.86], [4.21, 2.69, -1.34], [4.78, 2.34, 0.26], [5.74, -2.24, -0.53], [5.44, -1.69, -2.14], [3.47, -1.25, 0.83], [3.71, -3.14, 0.90], [1.23, -0.45, -0.72], [-0.88, 0.21, -1.53], [-3.20, 1.48, -2.02], [-6.55, 0.41, 1.03], [-7.21, 1.37, -0.30], [-8.09, -0.97, -0.29], [-6.31, -1.58, -0.69], [-7.26, -0.72, -1.68]], "de_lowest_kj_mol": 2054.3, "multiplicity": 1, "max_force_ev_per_a": 18.3, "homo_lumo_gap_ev": 8.086, "lumo_energy_ev": 0.13, "e_tot_ev": -33377.1469}

---

{"formula": "C18H19ClN4O4", "method": "ωB97M-V/def2-TZVPD", "species": ["O", "C", "C", "N", "C", "C", "N", "C", "C", "C", "C", "O", "C", "C", "C", "C", "N", "C", "C", "C", "N", "O", "O", "C", "C", "C", "Cl", "H", "H", "H", "H", "H", "H", "H", "H", "H", "H", "H", "H", "H", "H", "H", "H", "H", "H", "H"], "coordinates": [[-1.32, -3.20, 1.95], [-0.76, -2.15, 1.76], [0.68, -1.86, 2.19], [1.25, -0.78, 1.41], [2.33, -0.07, 2.08], [2.71, 1.14, 1.23], [3.15, 0.70, -0.08], [3.98, 1.55, -0.82], [5.18, 2.00, -0.25], [6.05, 2.80, -0.95], [5.76, 3.17, -2.26], [6.66, 3.95, -2.92], [4.59, 2.72, -2.84], [3.70, 1.93, -2.13], [2.10, -0.02, -0.75], [1.70, -1.23, 0.10], [-1.31, -1.05, 1.17], [-2.57, -0.88, 0.63], [-3.57, -1.83, 0.73], [-4.82, -1.59, 0.17], [-5.85, -2.59, 0.29], [-6.92, -2.35, -0.25], [-5.60, -3.59, 0.91], [-5.10, -0.40, -0.50], [-4.10, 0.55, -0.61], [-2.86, 0.32, -0.05], [-1.63, 1.53, -0.21], [0.64, -1.57, 3.24], [1.25, -2.80, 2.13], [1.98, 0.26, 3.06], [3.22, -0.72, 2.21], [3.51, 1.70, 1.72], [1.83, 1.80, 1.14], [5.43, 1.70, 0.76], [6.97, 3.14, -0.50], [6.33, 4.13, -3.82], [4.35, 3.00, -3.86], [2.79, 1.62, -2.61], [2.46, -0.38, -1.72], [1.20, 0.61, -0.92], [0.89, -1.77, -0.39], [2.57, -1.90, 0.19], [-0.65, -0.28, 1.05], [-3.38, -2.76, 1.24], [-6.08, -0.25, -0.93], [-4.29, 1.48, -1.13]], "de_lowest_kj_mol": 235.6, "multiplicity": 1, "max_force_ev_per_a": 1.4, "homo_lumo_gap_ev": 7.278, "lumo_energy_ev": -0.55, "smiles": "O=C(CN1CCN(c2ccc(O)cc2)CC1)Nc1cc([N+](=O)[O-])ccc1Cl", "e_tot_ev": -45645.1540}

---

{"formula": "C5H11INO", "method": "ωB97M-V/def2-TZVPD", "species": ["C", "C", "C", "C", "C", "N", "O", "I", "H", "H", "H", "H", "H", "H", "H", "H", "H", "H", "H"], "coordinates": [[-0.46, 1.39, -0.70], [-0.46, 0.44, 0.45], [-0.30, 0.66, -2.06], [0.92, -1.24, -1.70], [0.68, -1.20, 1.78], [0.86, -0.34, 0.52], [0.87, -0.08, -2.28], [2.61, -2.47, -1.44], [-1.43, 2.01, -0.99], [0.33, 2.10, -0.56], [-0.64, 0.96, 1.42], [-1.16, -0.39, 0.33], [-1.17, 0.06, -2.12], [-0.25, 1.38, -2.93], [-0.03, -1.84, -1.69], [0.37, -0.43, 2.54], [-0.20, -1.81, 1.54], [1.48, -1.82, 2.13], [1.58, 0.32, 0.50]], "de_lowest_kj_mol": 231.1, "multiplicity": 1, "max_force_ev_per_a": 3.6, "homo_lumo_gap_ev": [8.834, 8.833], "lumo_energy_ev": [-4.97, -4.97], "charge": 1, "e_tot_ev": -16992.1837}

---

{"formula": "C19H16BrNO4", "method": "ωB97M-V/def2-TZVPD", "species": ["C", "O", "C", "C", "C", "C", "C", "C", "N", "C", "O", "C", "C", "C", "C", "C", "O", "C", "C", "C", "C", "C", "C", "Br", "O", "H", "H", "H", "H", "H", "H", "H", "H", "H", "H", "H", "H", "H", "H", "H", "H"], "coordinates": [[2.26, 3.27, 0.37], [2.30, 2.03, 1.04], [1.39, 1.78, 2.02], [0.43, 2.68, 2.46], [-0.43, 2.35, 3.50], [-0.33, 1.12, 4.12], [0.61, 0.21, 3.68], [1.46, 0.51, 2.63], [2.41, -0.43, 2.21], [2.77, -0.79, 0.95], [3.75, -1.47, 0.74], [1.87, -0.37, -0.14], [2.13, -0.27, -1.48], [0.93, 0.17, -2.09], [0.02, 0.28, -1.08], [-1.42, 0.68, -1.09], [-2.13, 0.11, -2.17], [-2.26, -1.24, -2.24], [-1.85, -2.15, -1.28], [-2.05, -3.51, -1.48], [-2.66, -3.97, -2.63], [-3.08, -3.07, -3.60], [-2.88, -1.73, -3.40], [-3.43, -0.46, -4.70], [0.57, -0.05, 0.10], [3.05, 3.22, -0.37], [2.44, 4.10, 1.05], [1.30, 3.42, -0.14], [0.35, 3.66, 2.00], [-1.16, 3.07, 3.82], [-0.99, 0.87, 4.94], [0.69, -0.76, 4.15], [2.97, -0.86, 2.94], [3.07, -0.47, -1.95], [0.77, 0.37, -3.12], [-1.88, 0.42, -0.12], [-1.53, 1.76, -1.24], [-1.37, -1.82, -0.38], [-1.72, -4.21, -0.73], [-2.82, -5.03, -2.78], [-3.56, -3.41, -4.50]], "de_lowest_kj_mol": 168.9, "multiplicity": 1, "max_force_ev_per_a": 1.3, "homo_lumo_gap_ev": 9.148, "lumo_energy_ev": 0.58, "smiles": "COc1ccccc1NC(=O)c1ccc(COc2ccccc2Br)o1", "e_tot_ev": -99684.4154}

---

{"formula": "C34H36GeMnNO3P2S2", "method": "ωB97M-V/def2-TZVPD", "species": ["Mn", "C", "P", "C", "C", "C", "C", "C", "C", "C", "C", "C", "C", "C", "C", "C", "C", "C", "C", "C", "P", "C", "C", "C", "C", "C", "C", "C", "C", "C", "C", "C", "C", "N", "H", "H", "H", "H", "H", "H", "H", "H", "H", "H", "H", "H", "H", "H", "H", "H", "H", "H", "H", "H", "H", "H", "H", "H", "H", "H", "C", "Ge", "C", "C", "C", "H", "H", "H", "H", "H", "H", "H", "H", "H", "H", "O", "S", "O", "O", "S"], "coordinates": [[-0.74, 0.14, -0.17], [2.72, 1.46, -0.65], [2.61, -0.36, -0.34], [3.77, -0.90, -1.65], [5.02, -1.50, -1.58], [5.71, -1.82, -2.74], [5.15, -1.58, -3.99], [3.87, -1.04, -4.07], [3.20, -0.69, -2.92], [3.19, -0.54, 1.37], [4.52, -0.67, 1.76], [4.84, -0.77, 3.11], [3.84, -0.72, 4.07], [2.52, -0.55, 3.68], [2.19, -0.46, 2.34], [1.52, 2.31, -0.39], [1.58, 3.69, -0.26], [0.27, 4.17, -0.33], [-0.54, 3.07, -0.50], [-2.01, 3.02, -0.78], [-2.65, 1.35, -0.17], [-4.01, 1.24, -1.38], [-3.67, 0.58, -2.56], [-4.59, 0.43, -3.58], [-5.87, 0.94, -3.43], [-6.21, 1.60, -2.27], [-5.29, 1.76, -1.25], [-3.34, 1.94, 1.41], [-4.57, 1.54, 1.92], [-4.98, 1.99, 3.16], [-4.17, 2.82, 3.91], [-2.92, 3.18, 3.43], [-2.50, 2.73, 2.20], [0.21, 1.92, -0.51], [3.01, 1.57, -1.71], [3.57, 1.81, -0.05], [5.47, -1.74, -0.63], [6.69, -2.27, -2.68], [5.69, -1.83, -4.89], [3.41, -0.88, -5.03], [2.21, -0.25, -2.99], [5.31, -0.67, 1.03], [5.88, -0.87, 3.40], [4.10, -0.82, 5.12], [1.74, -0.48, 4.42], [1.15, -0.31, 2.06], [2.48, 4.27, -0.16], [-0.05, 5.19, -0.27], [-2.16, 3.05, -1.87], [-2.54, 3.87, -0.34], [-2.66, 0.18, -2.64], [-4.31, -0.07, -4.49], [-6.60, 0.82, -4.22], [-7.21, 1.99, -2.15], [-5.57, 2.30, -0.35], [-5.17, 0.84, 1.36], [-5.94, 1.66, 3.55], [-4.51, 3.18, 4.87], [-2.27, 3.80, 4.03], [-1.50, 2.96, 1.84], [-0.11, -3.98, -1.32], [0.79, -2.90, 0.11], [2.68, -3.66, 0.20], [0.06, -3.42, 1.88], [0.98, -0.99, -0.52], [0.04, -5.04, -1.13], [0.27, -3.74, -2.31], [-1.17, -3.76, -1.29], [2.64, -4.74, 0.34], [3.22, -3.24, 1.05], [3.25, -3.46, -0.70], [0.44, -4.41, 2.10], [-1.02, -3.45, 1.84], [0.35, -2.74, 2.68], [0.80, -1.06, -1.61], [-1.62, -1.61, -0.32], [-2.52, -1.48, 0.87], [-2.96, -2.76, 1.36], [-3.66, -0.62, 0.50], [-1.38, -0.52, 2.21]], "de_lowest_kj_mol": 7.5, "multiplicity": 4, "max_force_ev_per_a": 2.3, "homo_lumo_gap_ev": [6.602, 6.363], "lumo_energy_ev": [2.29, 2.29], "charge": -1, "s_squared": 3.777, "e_tot_ev": -171561.4013}